[1]
DFT (ωB97M-V with the def2-TZVPD basis set) results for a molecular structure, C27H31CoN5S at a distorted geometry.

Geometry as ORCA input:
```
! wB97M-V def2-TZVPD RIJCOSX def2/J DEFGRID3
* xyz 1 5
Co 0.71650 -0.51950 0.00741
C -0.24965 -3.50463 1.37898
C -0.42915 -2.48112 2.52305
C -1.27907 -1.25803 2.30169
N -0.73105 -0.23224 1.41837
C -1.46191 0.86491 1.18158
C -2.70931 1.04269 1.87189
C -3.60886 2.07702 1.77474
C -3.62356 3.25534 1.03097
C -2.65301 3.62796 0.15198
C -1.50776 3.01081 -0.25055
C -0.84567 1.81016 0.14695
N 0.29815 1.41569 -0.32260
C 1.05423 2.25522 -1.21005
C 2.47090 1.87356 -1.54557
C 2.83207 0.45170 -2.16475
N 1.73726 -0.49809 -1.86009
C 0.79672 -0.70435 -2.74918
C 0.67778 0.08104 -3.98196
C -0.01657 -0.19818 -5.13260
C -0.79748 -1.21582 -5.58042
C -1.18497 -2.27057 -4.81269
C -0.94651 -2.44089 -3.50903
C -0.21790 -1.66872 -2.44751
N -0.35974 -1.86244 -1.15613
C -1.56842 -2.53092 -0.63710
C -1.35934 -3.68147 0.33302
H -0.10748 -4.40715 1.95881
H 0.68368 -3.26812 0.79709
H 0.55739 -2.16375 2.87789
H -0.93566 -3.05191 3.31304
H -1.46562 -0.81992 3.28260
H -2.25601 -1.69058 1.86198
H -2.91604 0.25848 2.56257
H -4.57154 1.89007 2.24175
H -4.40641 3.97618 1.06680
H -2.92828 4.52185 -0.50161
H -1.07474 3.40442 -1.27295
H 1.11484 3.20571 -0.69260
H 0.48955 2.41656 -2.11786
H 3.02780 1.99569 -0.60047
H 2.87325 2.64054 -2.18867
H 3.75672 0.17524 -1.64462
H 3.06335 0.45530 -3.23457
H 1.04871 1.05827 -3.89414
H 0.15670 0.56671 -5.92747
H -1.03916 -0.99970 -6.62236
H -1.63098 -3.19167 -5.34343
H -1.31703 -3.36417 -3.07842
H -2.20337 -2.87846 -1.49523
H -2.12797 -1.73540 -0.11250
H -1.06413 -4.58604 -0.16614
H -2.42053 -3.85020 0.72122
S 2.99057 -0.70467 0.94979
C 2.89477 0.27068 2.40927
N 1.61189 0.77648 2.67965
C 1.26286 1.62035 3.69045
C 2.23951 2.02046 4.50780
C 3.49502 1.36628 4.35116
C 3.82152 0.47007 3.41402
H 0.92773 0.48543 2.04623
H 0.22342 1.98540 3.63037
H 2.16887 2.73341 5.31855
H 4.19689 1.65723 5.12608
H 4.82626 0.06178 3.32547
*
```

The LUMO energy (alpha / beta) is -2.884 / -5.037 eV. The value obtained for the electronic energy is -3101.86652 hartree. As for the HOMO energy (alpha / beta): -9.82 / -9.94 eV. The gap between HOMO and LUMO (alpha / beta) is 6.94 / 4.90 eV. The expectation value of S² is 6.09.

---

[2]
DFT (ωB97M-V with the def2-TZVPD basis set) results for a molecular structure, C27H31N5O3PdS at a distorted geometry.

Geometry as ORCA input:
```
! wB97M-V def2-TZVPD RIJCOSX def2/J DEFGRID3
* xyz 0 1
Pd -0.27165 -0.34960 0.71117
O -0.22873 0.09720 -1.60296
C 0.00210 -0.96818 -2.54241
C 0.40744 -2.33008 -1.69611
O 0.33565 -3.35823 -2.34566
O 0.75093 -2.12143 -0.53154
C -1.27046 -1.20520 -3.31298
C -1.47343 -0.62539 -4.56155
C -2.64794 -0.84503 -5.25758
C -3.64766 -1.62859 -4.70710
C -3.47664 -2.16276 -3.44078
C -2.30241 -1.94093 -2.74303
C 1.19535 -0.71128 -3.40138
C 2.14248 0.24369 -3.04417
C 3.26353 0.44828 -3.82629
C 3.46664 -0.30664 -4.96870
C 2.55108 -1.29266 -5.30515
C 1.43135 -1.50475 -4.52568
H -0.66426 0.81686 -2.07822
H -0.69538 -0.01095 -4.99379
H -2.78003 -0.39902 -6.23377
H -4.55701 -1.81471 -5.26260
H -4.26363 -2.76102 -3.00236
H -2.16772 -2.35914 -1.75586
H 1.99896 0.81312 -2.13554
H 3.98959 1.19669 -3.53916
H 4.33908 -0.14156 -5.58610
H 2.71653 -1.90633 -6.18037
H 0.73591 -2.29525 -4.76750
C 3.41439 1.32594 4.53948
N 2.06900 0.84683 4.65209
C 1.33761 0.67259 5.79983
C 0.15013 0.13178 5.44859
N 0.14322 -0.02441 4.08096
C 1.34443 0.40893 3.58389
S 1.87573 0.56554 2.00800
C -0.92363 -0.52669 3.29075
C -2.22940 -0.09320 3.51752
C -3.22091 -0.54302 2.64251
C -2.85374 -1.38256 1.60078
C -1.53297 -1.85929 1.52330
N -0.57655 -1.46793 2.40562
H 3.74887 1.68172 5.50949
H 3.46218 2.13544 3.80904
H 4.07197 0.52761 4.19068
H 1.71712 0.94349 6.76253
H -0.67633 -0.17934 6.05135
H -2.46411 0.53562 4.36604
H -4.25302 -0.25058 2.78205
H -3.59063 -1.74577 0.89832
H -1.27763 -2.73982 0.93145
N -1.13983 3.83320 2.38719
C 0.13324 3.34714 1.77946
C -0.06761 3.11149 0.27487
N -1.16762 2.22152 0.02651
C -2.39221 2.71418 0.58044
C -2.28579 2.92324 2.10127
H -1.35215 4.75618 1.98879
H -1.02289 3.92649 3.40053
H 0.39867 2.37706 2.22171
H 0.92811 4.06586 1.98206
H 0.84215 2.64666 -0.11283
H -0.23567 4.06228 -0.25145
H -0.91888 1.21212 0.37024
H -3.18887 1.99451 0.38274
H -2.64726 3.66482 0.08684
H -2.09173 1.95105 2.57058
H -3.19524 3.35346 2.52345
*
```

The LUMO energy is -0.906 eV. The value obtained for the electronic energy is -2072.94315 hartree. As for the HOMO energy: -6.66 eV. The gap between HOMO and LUMO is 5.76 eV.

---

[3]
DFT (ωB97M-V with the def2-TZVPD basis set) results for a gas-phase ion, C27H31O2Si (charge +1) at a distorted geometry.

Geometry as ORCA input:
```
! wB97M-V def2-TZVPD RIJCOSX def2/J DEFGRID3
* xyz 1 1
C 3.08223 4.94776 0.61548
Si 1.88947 3.97298 1.64778
C 2.54521 3.48839 3.31907
C 0.18385 4.71608 1.75809
O 1.62298 2.58380 0.67352
C 1.97078 1.32092 0.82238
C 0.86959 0.31753 0.83279
C 3.31999 0.93885 0.93916
C 4.37248 1.67329 0.48285
H 3.26007 5.92667 1.08230
H 4.04278 4.42559 0.52035
H 2.67144 5.10484 -0.39203
H 2.74601 4.40385 3.89416
H 1.81184 2.89335 3.88027
H 3.47786 2.91392 3.25681
H 0.23044 5.70161 2.24631
H -0.25502 4.83940 0.75612
H -0.48753 4.07162 2.34653
H 1.15262 -0.41700 1.60352
H -0.07542 0.79621 1.14760
H 3.46283 -0.06026 1.36998
H 5.39061 1.34863 0.71931
H 4.21599 2.46430 -0.24733
C -0.45766 4.37132 -3.55121
C -0.21476 3.01857 -2.95313
C 1.09853 2.56549 -2.81471
C 1.36387 1.38895 -2.12779
C 0.31964 0.64739 -1.55556
C 0.71805 -0.37925 -0.48577
C -0.14324 -1.63551 -0.28699
C -1.43643 -1.55204 0.22687
C -2.03133 -2.66401 0.83420
C -1.33189 -3.87071 0.88496
O -1.80353 -4.96767 1.61741
C -2.87255 -5.70304 1.09400
C -2.62958 -7.03862 0.75627
C -3.48558 -7.64758 -0.16063
C -4.61530 -6.97041 -0.63133
C -4.91653 -5.69517 -0.14327
C -4.07813 -5.07532 0.78530
C -0.08399 -4.00184 0.26635
C 0.47854 -2.89354 -0.35712
C -0.99939 0.99208 -1.85904
C -1.25936 2.21239 -2.49922
H -1.44089 4.75740 -3.26092
H 0.30335 5.08016 -3.20090
H -0.40439 4.36589 -4.64792
H 1.92538 3.16454 -3.20048
H 2.39697 1.04871 -2.00505
H 1.70420 -0.75035 -0.78368
H -1.97091 -0.60351 0.22242
H -3.01435 -2.58073 1.29718
H -1.74066 -7.53709 1.13999
H -3.26273 -8.65588 -0.51178
H -5.27666 -7.44382 -1.36266
H -5.80540 -5.16402 -0.48373
H -4.31256 -4.10340 1.21654
H 0.44025 -4.95542 0.31182
H 1.44373 -2.98818 -0.85425
H -1.81778 0.33101 -1.56578
H -2.28804 2.56088 -2.62541
*
```

The LUMO energy is -5.444 eV. The value obtained for the electronic energy is -1487.18421 hartree. As for the HOMO energy: -10.54 eV. The gap between HOMO and LUMO is 5.10 eV.

---

[4]
DFT (ωB97M-V with the def2-TZVPD basis set) results for a molecular structure, C27H32AsN2O3S2W at a distorted geometry.

Geometry as ORCA input:
```
! wB97M-V def2-TZVPD RIJCOSX def2/J DEFGRID3
* xyz 3 3
W -0.36100 -0.11839 1.09911
C -1.85227 -4.15382 0.19343
C -2.62923 -2.84163 0.18385
C -2.66698 -2.23368 -1.21995
C -2.17105 -1.86165 1.24378
C -1.15737 -2.17677 2.18914
C -0.83420 -1.32667 3.25131
C -1.48089 -0.09066 3.41954
C -1.20191 0.78031 4.59712
C -2.44350 0.26464 2.43599
C -2.78571 -0.59997 1.39230
H -2.27000 -4.82108 -0.55813
H -1.91902 -4.67520 1.14903
H -0.80085 -3.99307 -0.05534
H -3.66311 -3.05918 0.48411
H -1.65403 -2.04886 -1.58248
H -3.24132 -1.30728 -1.27372
H -3.14131 -2.93825 -1.90061
H -0.61768 -3.10857 2.08536
H -0.06145 -1.62144 3.94878
H -1.84557 0.44623 5.41683
H -1.43512 1.82486 4.40137
H -0.16766 0.68526 4.92454
H -2.93366 1.22735 2.51297
H -3.54198 -0.28712 0.68300
N -0.84754 0.58679 -0.79300
C -1.08654 0.96265 -1.85867
C -1.39866 1.42499 -3.15748
C -0.59099 1.04460 -4.23887
C -0.92514 1.50111 -5.49907
C -2.04113 2.31340 -5.67307
C -2.84306 2.68506 -4.59633
C -2.52832 2.24210 -3.32746
H 0.26753 0.40306 -4.09183
H -0.31965 1.21981 -6.34935
H -2.29380 2.66003 -6.66667
H -3.71037 3.31039 -4.75423
H -3.14613 2.50988 -2.47973
O 0.49149 -1.58969 -0.08851
C 1.70067 -1.31542 0.30950
N 1.73094 -0.06773 0.81130
S 2.73600 0.19357 2.20583
O 1.95502 -0.50609 3.21539
O 3.99915 -0.67220 1.73231
C 3.90865 -1.90828 1.10298
C 4.98144 -2.76226 1.22362
C 4.91101 -3.98355 0.56759
C 3.79112 -4.35492 -0.18131
C 2.72105 -3.49733 -0.28218
C 2.77691 -2.24570 0.35589
H 5.84154 -2.47779 1.81312
H 5.74696 -4.66641 0.64655
H 3.76970 -5.31455 -0.67756
H 1.84504 -3.76247 -0.85912
C 1.81945 4.72490 1.58131
As 0.90202 3.50908 0.43057
C 2.13478 2.70033 -0.78959
C -0.41834 4.46503 -0.56628
S -0.08925 2.17026 1.86430
H 2.28231 5.49778 0.96711
H 2.58130 4.18714 2.14200
H 1.09651 5.17030 2.26247
H 2.35145 3.47445 -1.52769
H 1.69042 1.83325 -1.26993
H 3.04513 2.41610 -0.26774
H 0.09049 5.26502 -1.10575
H -1.14585 4.88725 0.12395
H -0.90648 3.80066 -1.27570
*
```

The LUMO energy (alpha / beta) is -9.381 / -10.469 eV. The value obtained for the electronic energy is -4481.61345 hartree. As for the HOMO energy (alpha / beta): -17.12 / -17.18 eV. The gap between HOMO and LUMO (alpha / beta) is 7.74 / 6.71 eV. The expectation value of S² is 2.02.

---

Q: electronic energy of number 2 (C27H31N5O3PdS)?
A: -2072.94315 hartree